An isolated ion of composition H3NOPS and charge -1 in a non-equilibrium geometry, computed with ωB97M-V/def2-TZVPD.

Its spin multiplicity is 1. Its net charge is -1. The SMILES is [O-]NSP. For the total energy, the calculation gives -23707.63908 eV. The energy relative to the best compared isomer or geometry (same formula, charge and spin) comes out at 3.3810 eV.

Each line ends with the natural charge from an NBO analysis.
Atoms and positions in Å:
O (0.20, -0.23, -3.50)  -0.55
N (0.40, 0.03, -2.32)  -0.22
S (-1.12, 0.92, -1.22)  -0.41
P (-0.60, -0.24, 0.40)  0.07
H (0.56, -0.81, -1.59)  0.21
H (-1.45, 0.41, 1.36)  -0.04
H (0.75, 0.25, 0.55)  -0.06